Below is a gas-phase ion, C25H26F6NO (charge +1), with properties calculated with ωB97M-V/def2-TZVPD.

Its SMILES is FC(F)(F)c1ccc(C(c2ccc(C(F)(F)F)cc2)[C@H]2CCCCC2=[N+]2CCOCC2)cc1. Its total energy is -1697.059418 a.u. The calculation puts the HOMO-LUMO gap at 8.44 eV. The energy above the lowest of the compared OMol25 structures with the same formula, charge and spin comes out at 74.2 kcal/mol. The value obtained for the strongest force on any atom is 6.3 eV/Å.

Structure (ORCA input):
```
! wB97M-V def2-TZVPD RIJCOSX def2/J DEFGRID3
* xyz 1 1
C -3.096 -1.823 -1.444
C -2.647 -3.169 -0.935
C -1.145 -3.316 -1.027
C -0.242 -2.033 -0.956
N 1.049 -2.353 -0.943
C 1.504 -3.738 -1.065
C 3.018 -3.885 -1.013
O 3.689 -2.834 -1.704
C 3.470 -1.578 -1.057
C 2.000 -1.241 -0.874
C -0.763 -0.629 -0.666
C -2.297 -0.646 -0.775
H -2.985 -1.755 -2.541
H -4.173 -1.710 -1.226
H -2.939 -3.289 0.109
H -3.130 -3.975 -1.466
H -0.866 -4.051 -0.212
H -0.899 -3.904 -1.958
H 1.101 -4.338 -0.250
H 1.174 -4.164 -2.013
H 3.337 -3.944 0.045
H 3.319 -4.790 -1.553
H 3.969 -1.571 -0.060
H 3.959 -0.845 -1.715
H 1.735 -0.470 -1.652
H 1.916 -0.749 0.129
H -0.411 -0.433 0.540
H -2.661 0.276 -1.258
H -2.697 -0.583 0.270
F -5.119 4.753 0.514
C -4.242 4.926 -0.529
F -4.981 4.873 -1.676
F -3.747 6.205 -0.427
C -3.117 3.934 -0.520
C -2.788 3.220 -1.656
C -1.808 2.230 -1.582
C -1.128 2.011 -0.370
C -0.119 0.765 -0.350
C 0.931 1.255 0.837
C 0.488 0.884 2.140
C 1.413 0.832 3.171
C 2.746 1.052 2.884
C 3.771 0.801 3.954
F 4.694 -0.146 3.574
F 4.474 1.945 4.242
F 3.233 0.361 5.132
C 3.173 1.514 1.655
C 2.268 1.617 0.608
C -1.371 2.869 0.701
C -2.367 3.826 0.630
H -3.366 3.382 -2.553
H -1.622 1.617 -2.473
H 0.396 0.717 -1.317
H -0.572 0.664 2.357
H 1.089 0.560 4.153
H 4.204 1.732 1.460
H 2.568 1.920 -0.412
H -0.811 2.798 1.626
H -2.575 4.418 1.497
*
```

---

Below is a molecular structure, C25H26FMnN9O6S, with properties calculated with ωB97M-V/def2-TZVPD.

The expectation value of S² is 8.754. Its total energy is -3561.764973 a.u. The calculation puts the HOMO-LUMO gap (alpha / beta) at 7.16 / 7.30 eV. The energy above the lowest of the compared OMol25 structures with the same formula, charge and spin comes out at 0.0 kcal/mol. The value obtained for the strongest force on any atom is 0.6 eV/Å.

Structure (ORCA input):
```
! wB97M-V def2-TZVPD RIJCOSX def2/J DEFGRID3
* xyz 0 6
Mn -0.158 0.347 0.087
O -1.126 0.026 4.492
S -1.295 0.443 3.120
O -1.786 1.785 2.891
N -0.010 0.113 2.225
C 1.263 0.458 2.692
C 1.599 0.845 3.969
C 2.935 1.108 4.333
C 3.963 0.990 3.444
C 3.665 0.617 2.114
C 4.662 0.486 1.122
C 4.325 0.141 -0.154
C 2.964 -0.055 -0.449
N 2.016 0.056 0.446
C 2.331 0.372 1.734
C -2.509 -0.642 2.399
C -3.197 -0.265 1.253
C -4.202 -1.084 0.760
C -4.520 -2.272 1.411
C -3.837 -2.634 2.562
C -2.836 -1.813 3.068
H 0.831 0.937 4.721
H 3.134 1.406 5.353
H 4.988 1.181 3.730
H 5.695 0.666 1.394
H 5.068 0.034 -0.931
H 2.647 -0.317 -1.452
H -3.001 0.695 0.780
H -4.763 -0.774 -0.112
H -5.324 -2.896 1.039
H -4.102 -3.542 3.089
H -2.309 -2.062 3.978
C -0.896 -1.629 -5.168
N -0.940 -0.524 -4.217
C -0.465 0.737 -4.760
C -0.657 -0.762 -2.881
N 0.096 -0.048 -2.133
N -1.339 -1.865 -2.374
C -1.322 -2.358 -1.075
N -2.138 -3.449 -0.910
N -0.582 -1.847 -0.169
H -1.271 -1.269 -6.124
H -1.529 -2.461 -4.870
H 0.122 -2.007 -5.312
H -0.960 0.907 -5.714
H 0.619 0.746 -4.929
H -0.732 1.552 -4.091
H 0.536 0.714 -2.637
H -2.051 -2.237 -2.978
H -2.900 -3.583 -1.554
H -2.383 -3.653 0.048
H -0.675 -2.323 0.725
F -5.883 1.940 0.836
C -4.901 2.714 1.334
C -3.865 3.078 0.578
N -2.845 3.866 1.056
C -1.620 4.055 0.288
C -0.966 2.738 -0.109
O 0.254 2.586 0.096
O -1.676 1.813 -0.619
C -2.857 4.337 2.360
O -1.997 5.047 2.823
N -3.965 3.960 3.094
C -5.014 3.129 2.725
O -5.903 2.836 3.491
H -3.771 2.749 -0.446
H -0.932 4.604 0.926
H -1.820 4.649 -0.609
H -3.960 4.270 4.057
*
```

---

Below is a molecular structure, C25H26N6O5S4Tl, with properties calculated with ωB97M-V/def2-TZVPD.

Its total energy is -3438.341048 a.u. The calculation puts the HOMO-LUMO gap at 7.69 eV. The energy above the lowest of the compared OMol25 structures with the same formula, charge and spin comes out at 6.3 kcal/mol. The value obtained for the strongest force on any atom is 2.6 eV/Å.

Structure (ORCA input):
```
! wB97M-V def2-TZVPD RIJCOSX def2/J DEFGRID3
* xyz -1 1
Tl -14.454 4.917 15.557
C -10.343 0.340 16.203
C -11.758 0.003 16.023
N -12.499 0.272 15.035
N -11.917 1.059 14.092
C -12.557 1.435 12.943
N -11.869 2.405 12.299
S -13.965 0.795 12.371
C -12.388 -0.914 17.046
C -11.672 -1.564 18.016
C -12.357 -2.383 18.915
C -13.692 -2.594 18.774
C -14.344 -1.871 17.779
N -13.689 -1.066 16.930
H -9.987 0.922 15.329
H -9.755 -0.568 16.374
H -10.257 0.994 17.080
H -11.548 1.910 14.507
H -11.147 2.990 12.692
H -12.314 2.786 11.467
H -10.586 -1.378 18.070
H -11.896 -2.817 19.805
H -14.312 -3.135 19.513
H -15.433 -1.926 17.652
O -13.977 8.931 10.959
C -14.267 7.760 10.370
C -14.431 7.743 9.021
C -14.823 6.575 8.360
C -15.044 5.424 9.061
C -14.846 5.401 10.447
C -14.532 6.571 11.082
C -14.562 6.465 12.634
O -15.102 5.478 13.176
N -13.942 7.491 13.174
N -14.010 7.407 14.562
C -13.172 8.105 15.191
S -11.759 8.918 14.464
C -11.156 9.520 16.042
C -11.532 8.526 17.175
S -13.329 8.265 16.945
H -13.789 8.775 11.940
H -14.424 8.801 8.579
H -14.946 6.606 7.261
H -15.282 4.505 8.516
H -15.093 4.524 11.048
H -11.640 10.496 16.319
H -10.109 9.733 15.942
H -11.421 8.968 18.177
H -11.068 7.492 17.127
C -8.719 5.396 10.083
C -9.247 5.274 11.477
C -8.558 4.529 12.458
C -9.130 4.333 13.675
C -10.332 4.946 13.957
C -11.063 5.604 13.001
C -10.483 5.804 11.760
S -10.863 4.648 15.609
O -12.017 5.526 15.818
O -9.720 5.000 16.471
O -11.241 3.220 15.690
H -8.585 4.323 9.700
H -7.732 5.878 10.090
H -9.364 5.809 9.326
H -7.571 4.126 12.246
H -8.666 3.771 14.430
H -12.024 6.041 13.253
H -11.019 6.332 10.972
*
```

---

Below is a molecular structure, C25H26N6OReSTe, with properties calculated with ωB97M-V/def2-TZVPD.

The expectation value of S² is 0.938. Its total energy is -2116.076601 a.u. The calculation puts the HOMO-LUMO gap (alpha / beta) at 4.48 / 4.72 eV. The value obtained for the strongest force on any atom is 2.5 eV/Å.

Structure (ORCA input):
```
! wB97M-V def2-TZVPD RIJCOSX def2/J DEFGRID3
* xyz 2 2
Re 0.862 0.578 -3.036
C -5.616 -3.234 8.414
O -6.220 -2.945 7.154
C -5.425 -2.570 6.143
C -4.039 -2.443 6.239
C -3.311 -2.043 5.133
C -3.938 -1.765 3.923
C -5.328 -1.899 3.842
C -6.063 -2.296 4.932
C -3.137 -1.354 2.781
N -1.820 -1.219 2.761
C -1.517 -0.834 1.495
C -2.651 -0.722 0.712
N -3.678 -1.058 1.556
C -2.619 -0.328 -0.652
C -3.714 -0.118 -1.516
C -3.495 0.279 -2.811
C -2.191 0.452 -3.274
N -1.137 0.262 -2.483
C -1.345 -0.099 -1.186
C -0.169 -0.195 -0.391
N 1.004 0.110 -1.022
C 2.133 0.082 -0.317
C 2.153 -0.245 1.036
C 0.980 -0.565 1.679
C -0.225 -0.546 0.955
H -6.428 -3.507 9.077
H -5.100 -2.357 8.809
H -4.917 -4.068 8.330
H -3.528 -2.652 7.167
H -2.235 -1.942 5.197
H -5.856 -1.693 2.916
H -7.139 -2.401 4.882
H -4.658 -1.091 1.333
H -4.728 -0.259 -1.161
H -4.320 0.450 -3.487
H -1.988 0.723 -4.300
H 3.041 0.317 -0.854
H 3.097 -0.246 1.563
H 0.959 -0.827 2.731
C 4.622 5.026 -4.080
C 4.610 4.106 -2.871
N 4.932 2.708 -3.225
C 4.089 1.774 -3.619
S 2.376 2.177 -3.782
N 4.515 0.570 -3.945
C 5.923 0.146 -4.003
C 6.641 0.635 -5.256
H 4.423 6.050 -3.763
H 3.856 4.736 -4.799
H 5.592 5.010 -4.578
H 3.640 4.114 -2.380
H 5.353 4.413 -2.138
H 5.915 2.487 -3.283
H 3.808 -0.078 -4.260
H 5.915 -0.941 -3.969
H 6.423 0.481 -3.091
H 6.204 0.187 -6.148
H 7.693 0.353 -5.213
H 6.585 1.720 -5.367
Te 1.188 -1.406 -4.501
*
```

---

- What is the strongest force on any atom in the fourth record?
  2.5 eV/Å

---

What did the first record say?
Below is a gas-phase ion, C25H26F6NO (charge +1), with properties calculated with ωB97M-V/def2-TZVPD.

Its SMILES is FC(F)(F)c1ccc(C(c2ccc(C(F)(F)F)cc2)[C@H]2CCCCC2=[N+]2CCOCC2)cc1. Its total energy is -1697.059418 a.u. The calculation puts the HOMO-LUMO gap at 8.44 eV. The energy above the lowest of the compared OMol25 structures with the same formula, charge and spin comes out at 74.2 kcal/mol. The value obtained for the strongest force on any atom is 6.3 eV/Å.

Structure (ORCA input):
```
! wB97M-V def2-TZVPD RIJCOSX def2/J DEFGRID3
* xyz 1 1
C -3.096 -1.823 -1.444
C -2.647 -3.169 -0.935
C -1.145 -3.316 -1.027
C -0.242 -2.033 -0.956
N 1.049 -2.353 -0.943
C 1.504 -3.738 -1.065
C 3.018 -3.885 -1.013
O 3.689 -2.834 -1.704
C 3.470 -1.578 -1.057
C 2.000 -1.241 -0.874
C -0.763 -0.629 -0.666
C -2.297 -0.646 -0.775
H -2.985 -1.755 -2.541
H -4.173 -1.710 -1.226
H -2.939 -3.289 0.109
H -3.130 -3.975 -1.466
H -0.866 -4.051 -0.212
H -0.899 -3.904 -1.958
H 1.101 -4.338 -0.250
H 1.174 -4.164 -2.013
H 3.337 -3.944 0.045
H 3.319 -4.790 -1.553
H 3.969 -1.571 -0.060
H 3.959 -0.845 -1.715
H 1.735 -0.470 -1.652
H 1.916 -0.749 0.129
H -0.411 -0.433 0.540
H -2.661 0.276 -1.258
H -2.697 -0.583 0.270
F -5.119 4.753 0.514
C -4.242 4.926 -0.529
F -4.981 4.873 -1.676
F -3.747 6.205 -0.427
C -3.117 3.934 -0.520
C -2.788 3.220 -1.656
C -1.808 2.230 -1.582
C -1.128 2.011 -0.370
C -0.119 0.765 -0.350
C 0.931 1.255 0.837
C 0.488 0.884 2.140
C 1.413 0.832 3.171
C 2.746 1.052 2.884
C 3.771 0.801 3.954
F 4.694 -0.146 3.574
F 4.474 1.945 4.242
F 3.233 0.361 5.132
C 3.173 1.514 1.655
C 2.268 1.617 0.608
C -1.371 2.869 0.701
C -2.367 3.826 0.630
H -3.366 3.382 -2.553
H -1.622 1.617 -2.473
H 0.396 0.717 -1.317
H -0.572 0.664 2.357
H 1.089 0.560 4.153
H 4.204 1.732 1.460
H 2.568 1.920 -0.412
H -0.811 2.798 1.626
H -2.575 4.418 1.497
*
```